Record 1
A structure of composition C28H38As2N3O9PdS2. Source: OMol25; level of theory: wB97M-V/def2-TZVPD.

```
83
C28H38As2N3O9PdS2, DFT wB97M-V/def2-TZVPD
Pd -1.65835 0.50998 -0.26143
As 2.16638 1.20797 -1.42112
As 0.87921 -0.64230 1.52200
S -2.77481 0.85688 -3.61328
S -3.85479 0.93163 -0.74040
O 3.81178 -1.30358 -3.01182
O 4.90771 -1.36827 -1.10944
O 1.02039 3.85417 -1.31299
O 0.97959 4.06374 0.89296
O 2.25197 -3.34961 -1.10710
O 2.72617 -3.34675 1.11124
O -1.57007 0.53146 2.10062
O -1.36571 2.80009 1.44675
O -0.08756 1.97324 3.19070
N -0.76277 -3.14183 -2.81361
N -0.81338 -1.64061 -1.19265
N -2.26688 2.80204 -1.96344
C -1.34264 -3.23245 0.66516
C -2.54122 0.38555 3.14769
C -1.50403 -5.54792 -0.04640
C 2.68575 -0.58334 -0.90027
C -0.69270 -1.83170 -2.46860
C -1.00563 -3.85279 -1.65878
C 2.40958 -0.07630 2.65487
C 2.53867 -4.76860 -1.16432
C -1.33584 3.02347 -3.06019
C -0.16827 3.26209 3.79240
C 2.56388 -1.46471 -3.66456
C -3.46963 1.57429 3.31355
C -3.37910 -0.83642 2.76219
C 0.32679 1.13393 0.94198
C -1.87711 2.29949 -4.28531
C 1.27961 5.26398 -1.34405
C -0.74592 1.81251 1.90784
C -1.05163 -2.88575 -0.64642
C 2.07773 -1.29161 0.04948
C 0.93644 3.32947 -0.05612
C -1.23082 -5.21222 -1.36286
C 3.86847 -1.14647 -1.65948
C -1.84164 0.08528 4.45782
C 0.96523 1.84558 -0.01270
C -2.76253 1.49186 -1.91929
C -1.58158 -4.56292 0.94967
C 2.39707 -2.75788 0.11369
C 3.81445 2.20643 -0.94127
H 1.73564 -5.33287 -0.70012
H -2.95933 2.41993 3.76817
H -1.22946 -5.97002 -2.13571
H -4.17112 -1.00992 3.48089
H -1.24248 4.11050 -3.23206
H -3.83361 -0.71515 1.76807
H -2.75369 -1.73114 2.78461
H -4.31540 1.29003 3.93855
H 1.41014 5.57726 -2.37409
H 0.47167 5.82574 -0.89829
H 3.46783 -4.97396 -0.64852
H -0.84904 -3.50973 -3.75158
H -0.52137 -1.04553 -3.19452
H 3.24985 0.30927 2.08419
H -1.82738 -4.86342 1.93806
H -1.05240 1.94600 -4.93934
H -3.81099 1.94205 2.35379
H -2.57493 -0.16242 5.21346
H 2.17653 5.47867 -0.78072
H 2.83196 -1.48461 -4.71729
H -0.34571 2.62040 -2.86004
H 3.62806 3.29723 -1.12190
H -1.65609 -6.59005 0.24408
H -1.18096 -0.77872 4.34876
H 4.62965 1.88543 -1.59666
H 2.75360 -0.96150 3.20230
H 1.90765 -0.62210 -3.50240
H 2.07305 -2.37051 -3.33760
H -1.39055 -2.46453 1.42632
H -1.25031 0.94403 4.77431
H 4.05902 2.04061 0.09306
H 0.64023 3.32493 4.50349
H 2.62586 -5.03093 -2.22289
H -1.96005 3.09896 -1.03312
H -2.56496 2.88571 -4.90292
H 2.06832 0.70167 3.34494
H -0.07898 4.09035 3.06867
H -1.08250 3.42718 4.33138
```

relative energy (zero: lowest compared OMol25 entry of this formula, charge and spin) = 35.7 kJ/mol
charge = -1
molar mass = 881.02 g mol⁻¹
HOMO-LUMO gap (alpha / beta) = 6.007 / 6.007 eV
energy = -199377.6004 eV

=====

Record 2
A structure of composition C28H38AsCoN2O4S2. Source: OMol25; level of theory: wB97M-V/def2-TZVPD.

```
76
C28H38AsCoN2O4S2, DFT wB97M-V/def2-TZVPD
As -0.42574 2.17947 -0.28990
Co -1.35466 -0.43101 -0.31667
S -3.19613 0.56793 0.70032
S 7.09404 -2.01147 3.14373
O -2.33650 -2.08733 -0.80399
O -4.12526 -3.36295 -1.07109
O -1.10959 0.01577 -2.40455
O 8.36135 -0.71058 4.96140
N -2.54008 -1.19259 -3.70745
N -0.23605 -1.52531 -3.81327
C -4.02466 -2.12248 0.92359
C 4.38023 -2.42577 2.95818
C 1.94843 3.98502 -0.54027
C -5.25338 -2.90401 2.86913
C -0.20297 -1.88043 -5.21667
C 0.50432 -0.78990 0.43905
C -3.47409 -2.53758 -0.42516
C -3.94664 -0.83411 1.47272
C 0.01383 2.42470 2.52406
C 5.47731 -1.71868 2.47493
C -2.91829 -2.57260 -4.00872
C -5.18244 -1.62790 3.41643
C 6.15408 0.15874 4.74069
C 1.61474 -1.00066 0.90165
C 2.91576 -1.25021 1.42604
C -4.68743 -3.12871 1.62918
C -1.23748 3.40595 -1.61990
C -1.30414 -0.87481 -3.25691
C -4.54551 -0.61701 2.72358
C -0.69344 3.16054 1.38987
C 3.11823 -2.19516 2.44187
C 5.29621 -0.78919 1.45518
C 7.27997 -0.79657 4.43701
C -1.60230 4.80938 -1.15296
C 1.48956 2.53519 -0.59340
C 1.06293 -1.30767 -3.20359
C 4.03374 -0.55468 0.94239
C -3.65371 -0.39545 -3.22016
H -3.30507 0.59203 -2.93298
H 2.26409 -2.74147 2.81807
H 0.56197 -1.28491 -5.72693
H -0.36151 4.19686 1.30758
H -0.34302 1.39482 2.58602
H -4.48922 0.37869 3.14473
H 1.09465 2.39010 2.37091
H 4.52150 -3.15394 3.74676
H 1.71068 2.08952 -1.56717
H 6.15143 -0.24860 1.06911
H -4.11609 -0.86545 -2.34977
H 3.89186 0.17388 0.15456
H 3.02343 4.07114 -0.71980
H -2.12647 2.88069 -1.97352
H -2.06021 5.38574 -1.96136
H -0.17009 2.90861 3.48599
H -1.77107 3.15963 1.56304
H -4.75293 -4.10045 1.15747
H 6.09694 0.25984 5.82303
H -0.54354 3.43999 -2.46442
H 0.03947 -2.93718 -5.35853
H -2.31692 4.77550 -0.32971
H 1.70794 -2.14848 -3.46252
H -5.62207 -1.41910 4.38480
H 5.19404 -0.14819 4.33509
H -0.72941 5.36327 -0.80521
H -3.58545 -2.58270 -4.87600
H 0.97287 -1.25236 -2.12124
H 2.01537 1.92267 0.14304
H 1.74401 4.43128 0.43424
H -5.75041 -3.70778 3.39800
H -1.16157 -1.67352 -5.68431
H 1.44168 4.59034 -1.29376
H -2.04688 -3.17777 -4.22972
H -3.42702 -3.00131 -3.14171
H 6.41938 1.13348 4.32760
H 1.52871 -0.38168 -3.56069
H -4.39530 -0.31107 -4.01705
```

relative energy (zero: lowest compared OMol25 entry of this formula, charge and spin) = 9.7 kJ/mol
charge = -1
molar mass = 664.61 g mol⁻¹
HOMO-LUMO gap (alpha / beta) = 6.784 / 6.870 eV
<S²> = 3.760
energy = -160961.5811 eV
multiplicity = 4

=====

Record 3
A structure of composition C28H38AsN4OsS. Source: OMol25; level of theory: wB97M-V/def2-TZVPD.

```
73
C28H38AsN4OsS, DFT wB97M-V/def2-TZVPD
Os -0.64334 -15.88365 3.76508
As -1.23146 -13.89483 4.56222
S 2.47991 -19.49134 5.27633
N -0.73904 -18.70922 3.06183
N 0.55630 -19.15045 3.63143
N 0.03572 -18.39115 5.82639
N 1.15393 -16.22016 3.44766
C 0.14410 -12.44154 4.46915
C 1.54299 -19.81793 2.86642
C -0.88306 -22.24516 5.20760
C -4.35132 -19.42360 2.76715
C -2.70987 -12.87930 3.67806
C -0.95370 -21.85544 3.72018
C -4.42864 -20.80141 2.80986
C 1.49963 -20.15956 1.49238
C -1.92225 -19.46638 3.13993
C 2.71312 -15.95471 1.82796
C 3.85395 -20.79250 1.73479
C -1.61246 -13.92891 6.49561
C 2.39091 -15.64435 3.13527
C 0.59131 -16.75739 2.19121
C -3.68143 -16.58577 1.62793
C -2.34324 -15.20182 6.91087
C -3.39405 -17.28534 2.97890
C -3.27343 -21.49953 3.15598
C -0.62710 -17.55407 2.23393
C -3.14416 -18.76138 2.95542
C 0.87178 -19.00807 4.94027
C -4.10601 -13.42794 3.93833
C 0.79416 -12.29908 3.08512
C 3.88094 -20.52268 3.12133
C 2.69250 -20.64127 0.95849
C 2.68511 -20.05126 3.66486
C -2.04119 -20.88202 3.36281
C 1.54981 -16.51350 1.20964
H -3.12099 -15.49723 6.21295
H 3.00185 -15.12416 3.87002
H 2.73397 -20.88927 -0.09216
H -0.04760 -22.93564 5.37449
H -4.84337 -12.79910 3.46424
H -1.81247 -22.70329 5.54931
H 0.04201 -21.51733 3.40458
H 3.66380 -15.75944 1.35610
H 0.59716 -20.03740 0.89215
H 0.29706 -18.46576 6.79782
H 0.86411 -12.74045 5.22967
H 1.47619 -11.44061 3.09707
H 0.05352 -12.13236 2.30014
H -2.77912 -15.00316 7.90559
H -2.62029 -16.70139 3.53860
H -2.20430 -13.01356 6.70323
H -1.21010 -22.75383 3.14202
H -0.68701 -21.38921 5.84162
H 4.77546 -21.15716 1.27112
H -5.36136 -21.34005 2.59196
H -3.26892 -22.59412 3.24574
H -2.44009 -13.02184 2.61940
H -0.31878 -11.52084 4.84710
H -1.63864 -16.03934 7.04789
H -2.59845 -11.83189 3.98623
H -4.37894 -13.44708 4.99974
H 1.37363 -16.74658 0.15806
H -5.24220 -18.79251 2.65408
H -1.21074 -17.58869 1.30636
H -0.65756 -13.82959 7.00567
H -3.14998 -17.10123 0.84752
H 1.40229 -13.18691 2.86644
H -3.29922 -15.55973 1.64024
H -4.21878 -14.43878 3.55317
H -0.41441 -17.52594 5.47996
H 4.80239 -20.65046 3.71727
H -4.28486 -17.17153 3.62816
H -4.75136 -16.60838 1.41420
```

relative energy (zero: lowest compared OMol25 entry of this formula, charge and spin) = 281.2 kJ/mol
charge = +3
molar mass = 727.86 g mol⁻¹
HOMO-LUMO gap (alpha / beta) = 6.227 / 4.084 eV
<S²> = 6.061
energy = -109720.1386 eV
multiplicity = 5

=====

Record 4
A structure of composition C28H38BMgN5P2. Source: OMol25; level of theory: wB97M-V/def2-TZVPD.

```
75
C28H38BMgN5P2, DFT wB97M-V/def2-TZVPD
P 1.07299 -1.07028 -2.15368
P 2.48917 1.20160 -0.03989
Mg -2.59016 3.49412 -1.38878
N 3.91051 2.24537 0.24023
N 1.74689 -1.39829 -3.77081
N 2.64151 0.34049 1.53504
N -3.85268 3.74560 0.29591
N 0.55901 -2.76551 -1.90485
C -0.71372 -4.64188 -1.83074
C -3.42710 -1.32127 3.15415
C -2.06676 0.12125 0.64599
C -3.96186 1.21738 3.19098
C 3.46288 -0.06264 -0.97681
C 3.57713 -0.66485 1.83424
C 1.95158 -0.74541 3.41423
C 1.41451 -3.87417 -1.91562
C -1.73177 0.73382 2.02512
C 5.04748 1.94375 0.99783
C -3.66568 -1.60735 1.68147
C -4.15725 -0.11616 3.83061
C 0.65971 -5.03453 -1.87603
C -4.85605 3.76239 0.91423
C 2.79541 -2.25392 -4.11998
C 2.67773 -1.34056 -1.25224
C 1.66860 0.31369 2.55069
C -4.13260 2.27245 -2.19914
C -2.78059 1.58549 2.69184
C 5.92935 3.01283 0.92493
C 1.36272 -0.70029 -4.92288
C 2.17782 -1.10015 -5.97574
C 3.06844 -2.10412 -5.46945
C 3.20715 -1.31379 3.00811
C 4.13558 3.47049 -0.40776
C 5.34628 3.98246 0.03940
C -3.02821 -1.03719 0.65499
C -0.75292 -3.24856 -1.88522
B -6.17075 3.93127 1.77754
H -1.59095 -2.54968 -1.86355
H 3.42018 3.83683 -1.13058
H -7.01684 4.64907 1.24620
H -3.19731 -1.40748 -0.36580
H -1.08940 -0.19394 0.21523
H 3.80627 -2.08193 3.49774
H -5.24119 -0.26963 3.82530
H -4.87748 1.81397 3.06581
H 1.06609 -6.02935 -1.90025
H 2.43855 -1.91750 -0.33743
H 4.44917 -0.87678 1.21313
H 2.48346 -3.75585 -1.85777
H 3.33472 -2.85126 -3.40874
H 3.83942 -2.65442 -6.01049
H 3.40012 -1.94311 -1.82346
H -1.32557 -0.03813 2.66467
H -3.86538 -2.20948 3.63703
H -2.35267 -1.35127 3.41860
H 2.17063 -0.71984 -6.98346
H -4.31836 2.16206 -3.27835
H 4.38985 -0.38575 -0.47515
H -5.06359 2.64929 -1.71752
H 6.86307 3.07887 1.44617
H 5.14787 0.99632 1.51359
H -0.87059 1.39116 1.88601
H 3.78611 0.44101 -1.90523
H 0.89352 1.07868 2.60865
H -3.88213 -0.20441 4.89133
H 5.77876 4.93190 -0.21589
H -3.84435 1.30826 -1.75429
H 1.32741 -1.11421 4.22134
H -4.38745 -2.42112 1.39165
H -1.55842 -5.31516 -1.75924
H -2.58999 2.66065 2.60680
H -2.45486 0.95442 0.03143
H 0.58088 0.04466 -4.85955
H -6.80669 2.91513 2.09145
H -5.85718 4.40450 2.85669
```

relative energy (zero: lowest compared OMol25 entry of this formula, charge and spin) = 0.0 kJ/mol
charge = 0
molar mass = 541.71 g mol⁻¹
HOMO-LUMO gap = 6.067 eV
energy = -61796.3565 eV

=====

Record 5
A structure of composition C28H38CaN9P. Source: OMol25; level of theory: wB97M-V/def2-TZVPD.

```
77
C28H38CaN9P, DFT wB97M-V/def2-TZVPD
Ca 0.95806 -1.14699 -0.78784
P -0.56765 2.13664 0.32565
N -2.60435 -4.33482 -1.22384
N 1.73494 -0.35000 -2.98691
N 3.30653 -1.32187 -0.09964
N 1.39577 -3.16919 0.90629
N -0.61984 -3.21425 -0.54423
N -0.07201 0.66550 0.08341
N 0.48246 -4.07972 1.27402
N 2.29676 -0.49775 -7.32219
N 3.19116 -0.33942 -4.99972
C 0.07537 3.05826 1.90561
C -3.02322 0.90607 -0.67064
C 5.65072 -0.86295 1.24062
C -1.25735 -5.46297 0.34694
C 1.54222 3.54311 1.79798
C -1.73306 -3.30413 -1.24699
C -2.97844 -7.63271 0.29643
C -2.58817 2.02693 0.28968
C -3.29459 -6.53389 -0.47212
C 3.51348 -1.94320 1.11644
C -3.22997 3.35139 -0.01031
C -2.97753 1.49153 1.69341
C -0.01330 1.94484 2.98670
C 4.70672 -1.70956 1.81817
C 2.69243 -0.33199 -6.23569
C -0.02487 3.41001 -1.18028
C -0.91185 4.13840 2.44912
C 2.39336 -0.33421 -4.01576
C -1.70495 -7.73125 0.89905
C 5.38738 -0.24901 0.04257
C -2.40568 -5.47711 -0.44724
C -0.89805 -6.63235 1.04791
C -0.41798 -4.26805 0.33173
C -0.54257 2.96679 -2.52921
C -0.27205 4.89624 -0.99148
C 1.46455 3.07007 -1.25959
C 4.18543 -0.46240 -0.61615
C 2.45842 -2.81594 1.64700
H -0.00783 3.44713 -3.32382
H -3.99420 1.05920 1.69166
H -3.12386 4.14943 0.74651
H -4.30137 -6.45692 -0.91109
H 2.23126 2.70603 1.58144
H 0.23030 0.92423 2.65167
H -0.42438 1.83986 -2.66938
H -2.86485 1.19394 -1.74361
H -0.44187 4.66825 3.29233
H 1.85564 3.91144 2.81179
H 0.60233 2.15311 3.88357
H -1.41384 -8.63660 1.32404
H -3.04984 3.79913 -0.97583
H -1.86471 -2.48041 -1.95399
H -1.89120 3.69224 2.79377
H -1.11688 4.89666 1.63217
H 1.89484 2.59195 -0.32597
H 1.75310 4.37924 1.12734
H -3.66847 -8.51390 0.35211
H 1.73886 2.32427 -2.04555
H -1.62098 3.15407 -2.65844
H 4.88816 -2.26359 2.70446
H -4.12965 0.69084 -0.49892
H 2.05604 3.94825 -1.37243
H 3.95667 0.06232 -1.57697
H 6.52857 -0.70121 1.86514
H -1.02566 1.91568 3.33647
H 6.15048 0.49694 -0.42844
H -1.37938 5.04033 -0.94173
H -2.34894 0.63344 1.96380
H 0.20355 5.27944 -0.01996
H 2.53886 -3.24288 2.68024
H -4.32555 3.15176 -0.03559
H -3.08139 2.19945 2.53613
H -3.50495 -4.15077 -1.62964
H 0.06691 -6.71467 1.53597
H -2.49038 -0.04744 -0.41548
H 0.07633 5.49968 -1.84270
```

relative energy (zero: lowest compared OMol25 entry of this formula, charge and spin) = 108.6 kJ/mol
charge = 0
molar mass = 571.73 g mol⁻¹
HOMO-LUMO gap = 5.250 eV
energy = -70789.9660 eV

=====

Record 6
A cluster of 3 separate species, C28H38F4N2O2 in total. Source: OMol25; level of theory: wB97M-V/def2-TZVPD.

```
74
C28H38F4N2O2, DFT wB97M-V/def2-TZVPD
F -1.25331 0.11442 -2.05470
F 0.35749 -0.25928 1.21060
F -2.66773 -1.22492 -0.61248
F -0.72796 -2.32806 0.72025
O -4.94035 1.08560 4.41575
O -2.29691 5.64177 3.80293
N 5.41430 -0.04182 1.95551
N -0.90182 -3.53428 -5.62764
C 1.43549 -3.98260 -4.69015
C -5.55019 6.40764 3.34574
C 4.62847 -2.39682 2.57143
C 7.66224 -0.44177 3.00270
C 0.04460 -2.23259 -7.55631
C -0.24192 -1.05604 0.07683
C -0.62859 -2.20754 -6.18763
C -5.69207 3.51043 3.60971
C 0.24198 -4.44044 -5.52237
C -8.05768 5.01298 3.76757
C -1.23263 -2.80070 -3.19697
C -1.76929 -3.49294 -4.44491
C 6.27447 0.18039 3.12136
C 3.18288 0.49943 3.08846
C -1.93358 1.03210 0.31835
C -3.55033 2.15250 2.41592
C -3.17164 4.82277 3.19130
C -4.76065 2.12166 3.57015
C -1.51189 -0.25591 -0.64373
C -3.16685 0.89226 1.43976
C -7.20506 6.41660 3.51936
C -1.49305 3.76086 1.08390
C -4.82914 4.92638 3.39078
C 5.22274 -1.43398 1.54846
C -2.68712 3.56831 2.19659
C -1.09556 2.46655 0.13632
C -7.32761 3.51313 3.81283
C 4.19214 0.76991 1.97815
H 3.54321 -2.29125 2.64086
H 0.61617 -1.26892 -0.70686
H 2.61400 -0.41365 2.90276
H 6.19381 -1.83732 1.23033
H 1.04956 -2.66338 -7.51136
H -7.71230 7.49112 3.45005
H -1.58045 -1.67475 -6.31268
H -7.94307 2.51460 3.97865
H -0.49686 -3.41816 -2.67811
H -0.01935 -1.60068 -5.50974
H -2.06922 -4.51529 -4.17876
H 3.68139 0.68416 1.00976
H -4.89865 7.37191 3.17753
H -0.22477 2.62210 -0.63516
H -0.78193 -1.82759 -3.41773
H 5.05480 -2.26849 3.57116
H 6.42181 1.26079 3.25003
H -0.96557 4.82438 1.01789
H 8.26619 -0.17132 3.87549
H 0.14803 -1.21115 -7.93791
H 2.45870 1.32010 3.13508
H 0.60265 -4.66029 -6.53649
H 5.80701 -0.18158 4.04302
H -2.05281 -2.62542 -2.49220
H 2.31458 -4.58422 -4.94314
H -0.54831 -2.80204 -8.27960
H 3.65316 0.42622 4.07451
H 4.61209 -1.47008 0.63671
H 4.82626 -3.42921 2.26518
H -0.09448 -5.41556 -5.14629
H 1.69829 -2.93511 -4.86733
H 1.25717 -4.11950 -3.62093
H 4.48929 1.82489 2.04106
H 7.62008 -1.53466 2.96582
H 8.18353 -0.08126 2.10981
H -3.73757 -0.12799 1.49209
H -9.24467 5.01877 3.88347
H -2.70561 -2.99616 -4.73081
```

charge = 0
molar mass = 510.62 g mol⁻¹
HOMO-LUMO gap = 6.191 eV
SMILES = O=C1c2ccccc2C(=O)c2cc(C(F)(F)C(F)F)ccc21.CCN(CC)CC.CCN(CC)CC
energy = -47575.9772 eV

=====

Question: Look up the energy of the first one.
Answer: -199377.6004 eV